Record 1
Below is a molecular structure, C11H19Cl3O2Pt in a non-equilibrium geometry, with properties calculated with wB97M-V/def2-TZVPD.

- M (g mol⁻¹) = 484.7
- relative energy (zero: lowest compared OMol25 entry of this formula, charge and spin) (kJ/mol) = 0.0
- DFT total energy (eV) = -56620.2369
- Kohn-Sham gap (alpha / beta) (eV) = 5.35 / 5.47
- E_LUMO (alpha / beta) (eV) = 5.177 / 5.120

Geometry as ORCA input:
```
! RIJCOSX wB97M-V def2-TZVPD def2/J DEFGRID3
* xyz -2 5
C 0.37018 -1.21710 -1.47211
H 0.41345 -0.81722 4.55096
C -1.75635 1.77600 -1.06976
H 0.36560 2.30294 2.28250
O 0.47647 0.76323 3.18137
C 0.69526 0.91815 -0.67270
Cl -2.65636 0.22047 2.11461
H 3.14509 -0.39796 -2.20337
H 0.45900 2.61822 0.67579
Cl -1.21595 -2.20064 1.21778
Cl 1.35530 -1.71079 1.66705
C -0.78526 0.69377 -0.77518
H -1.17976 -0.41191 3.88771
Pt -0.38956 0.04951 1.28170
C 1.32339 2.17376 -0.47718
H 1.05971 2.96927 -1.18192
H -0.41034 0.76368 5.02827
H 2.30060 2.21152 0.01474
H 3.33361 0.39447 -0.61761
H -0.04617 -3.29374 -1.40458
H -2.73577 1.50113 -0.69038
H -3.00024 -0.64121 -1.50315
H 0.46271 -2.68621 -2.98800
H 3.16117 -1.38000 -0.70256
H -1.44880 2.69934 -0.59562
C 1.35388 -0.27365 -1.08091
C 0.63277 -2.60150 -1.90784
C -0.91628 -0.65032 -1.33569
H -2.34208 -2.22537 -1.29634
C 2.83295 -0.42756 -1.15018
H 1.66249 -2.92592 -1.69813
H -2.17486 -1.40826 -2.83510
H -1.81380 1.94383 -2.15098
O -0.16866 2.48588 1.45897
C -2.17184 -1.27113 -1.76278
C -0.19157 0.05533 4.21069
*
```

Record 2
Below is a molecular structure, C11H19ClN3NiO2 in a non-equilibrium geometry, with properties calculated with wB97M-V/def2-TZVPD.

- M (g mol⁻¹) = 319.4
- DFT total energy (eV) = -73839.9810
- Kohn-Sham gap (alpha / beta) (eV) = 5.90 / 5.00
- E_LUMO (alpha / beta) (eV) = -5.071 / -5.977

Geometry as ORCA input:
```
! RIJCOSX wB97M-V def2-TZVPD def2/J DEFGRID3
* xyz 1 3
H -5.59995 -26.42594 -14.11572
H -2.24672 -29.14329 -18.49005
C -5.43859 -29.31362 -15.79308
C -4.03525 -30.34858 -19.03310
H -6.01411 -29.97998 -16.41850
H -6.75567 -27.60086 -15.89214
Cl -1.23124 -30.45497 -16.05418
H 1.65574 -30.36180 -15.61620
C 2.37458 -29.44440 -17.43547
O 3.43116 -29.20490 -18.02073
H -2.80742 -29.61637 -13.96504
N -4.31084 -29.92184 -15.35705
H 1.93578 -28.71903 -15.54899
H -0.20646 -29.42476 -19.65793
C -5.26074 -27.41155 -14.39845
H -6.22000 -31.55238 -21.15035
H -2.99824 -28.68676 -19.98510
C -3.71197 -29.18709 -14.36990
H 0.52379 -30.03468 -17.35784
H -5.71566 -32.26451 -19.56911
C -4.17501 -27.98999 -13.81016
C 0.85992 -29.53159 -19.45911
N 1.17798 -29.63772 -18.01705
H -3.69714 -27.39631 -13.04492
H -4.54906 -29.95589 -20.93616
C 2.38225 -29.62500 -15.95885
C -5.38464 -31.78282 -20.48916
H -3.76639 -28.28448 -18.45127
C -3.21480 -29.05920 -18.98386
H 1.44671 -28.73463 -19.91588
H 1.18384 -30.48283 -19.88137
Ni -3.31805 -31.70687 -16.22604
H 3.38957 -29.81420 -15.58790
C -5.86442 -28.04876 -15.47806
O -4.03627 -31.06800 -18.01332
N -4.61872 -30.62464 -20.18249
H -4.82161 -32.56920 -20.99187
*
```

Record 3
Below is a molecular structure, C11H19F3N4OS2SiTa in a non-equilibrium geometry, with properties calculated with wB97M-V/def2-TZVPD.

- M (g mol⁻¹) = 553.5
- relative energy (zero: lowest compared OMol25 entry of this formula, charge and spin) (kJ/mol) = 70.4
- DFT total energy (eV) = -58950.8538
- Kohn-Sham gap (eV) = 5.97
- E_LUMO (eV) = -11.826

Geometry as ORCA input:
```
! RIJCOSX wB97M-V def2-TZVPD def2/J DEFGRID3
* xyz 3 1
H 3.70138 -0.02906 -3.19096
H 1.98275 0.18441 -3.47641
Ta -0.90762 0.20548 -0.45694
C 2.71199 -0.17052 -2.74522
H -0.67483 -4.49336 -2.82580
H 3.69288 2.88346 -1.48178
C -0.72566 -2.57644 -1.84259
Si 2.63529 0.76694 -1.17281
F -2.87863 2.62548 -0.77907
C -0.59261 0.74889 3.01717
N -1.54493 -1.61865 -1.39004
C 3.48063 0.03308 0.29647
N -0.77777 0.47351 4.26817
F -1.79894 0.90444 -2.05287
S -1.64174 0.03027 1.79979
C -3.43043 -2.88837 -2.10223
C -1.68539 2.20740 -0.87919
H -1.48774 -0.17741 4.59216
H 3.24944 -1.02594 0.42478
N -2.59698 -3.84188 -2.56159
C -1.30224 -3.69789 -2.43919
C 0.21094 1.05580 5.20428
H 2.58514 -1.24330 -2.59035
S 0.65191 1.87316 2.68796
H 3.27822 0.57051 1.22216
H -5.03640 -3.94134 -2.70741
H -3.49792 -0.91039 -1.15903
C 2.65671 2.59791 -1.26274
H -5.43071 -2.43121 -1.95941
C 0.80717 2.26243 4.48238
H 1.85471 2.40836 4.73287
H 0.34209 -2.45120 -1.73633
O 0.79978 0.42671 -0.64179
H 0.95651 0.28763 5.41652
H 0.25409 3.18286 4.65728
C -2.87602 -1.73195 -1.49884
F -0.94825 3.08149 -1.44790
H -0.28905 1.33551 6.12929
N -4.73108 -3.09069 -2.25556
H 2.04710 2.99521 -2.07524
H 2.39506 3.08710 -0.32444
H 4.56113 0.09159 0.12446
*
```

Record 4
Below is a molecular structure, C11H19F3N4OS2SiTa in a non-equilibrium geometry, with properties calculated with wB97M-V/def2-TZVPD.

- M (g mol⁻¹) = 553.5
- relative energy (zero: lowest compared OMol25 entry of this formula, charge and spin) (kJ/mol) = 355.9
- DFT total energy (eV) = -58947.8943
- Kohn-Sham gap (eV) = 4.42
- E_LUMO (eV) = -13.192

Geometry as ORCA input:
```
! RIJCOSX wB97M-V def2-TZVPD def2/J DEFGRID3
* xyz 3 1
H 3.86992 -2.10643 -0.27003
C 0.45720 -1.30088 2.92512
C 3.31392 0.91806 -2.93231
F -1.25535 0.98175 -2.13347
H 0.71026 -3.08038 4.89561
N 0.30167 -0.25560 2.12249
C 0.04282 0.96339 2.59989
C -3.34505 -5.22693 -1.79066
C -2.24657 -3.25783 -1.06477
S -1.44740 -3.44755 -2.56121
H -3.11697 -6.18286 -1.31798
C -0.11599 1.09905 3.98262
H -1.70502 -5.75574 -3.16016
H -3.70782 -4.14736 0.03935
C 0.31310 -1.14236 4.33479
H 3.97222 2.15069 0.14082
H 2.98028 1.95539 -2.88053
C 3.89346 -1.68403 -1.27688
H 4.88734 -1.86789 -1.68597
H 2.63478 0.36607 -3.58380
Ta 0.19736 -0.66682 -0.37891
H -2.95260 -4.74864 -3.90620
H 5.42377 1.21273 -0.18470
C 4.36560 1.13493 0.07622
C -2.41242 -4.94927 -2.98432
H -0.03279 1.80921 1.93410
N 0.45433 -2.15211 5.18492
C -0.64748 1.26068 -0.97922
H 4.30306 0.66919 1.06013
H -4.39154 -5.24922 -2.09475
O 1.82938 -0.08738 -0.68804
Si 3.50512 0.15502 -1.24570
N -3.14227 -4.15661 -0.80422
H -0.35173 2.06670 4.41044
H 0.30830 -1.98612 6.17070
N 0.00416 0.07620 4.79152
F 0.19684 2.25308 -1.09476
H 3.17076 -2.21257 -1.90591
H 4.29920 0.91663 -3.40490
H 0.69532 -2.27448 2.51533
S -1.91551 -1.94341 0.03078
F -1.55338 1.52603 -0.03013
*
```

Record 5
Below is C11H19NO2 in the gas phase in a non-equilibrium geometry, with properties calculated with wB97M-V/def2-TZVPD.

- M (g mol⁻¹) = 197.3
- SMILES = C=CCO/N=C(/C)C1(O)CCCCC1
- relative energy (zero: lowest compared OMol25 entry of this formula, charge and spin) (kJ/mol) = 502.6
- DFT total energy (eV) = -17295.9703
- Kohn-Sham gap (eV) = 9.83
- E_LUMO (eV) = 1.000

Geometry as ORCA input:
```
! RIJCOSX wB97M-V def2-TZVPD def2/J DEFGRID3
* xyz 0 1
H -0.75923 0.99101 -2.85092
H 3.46675 0.89600 0.82124
O -0.06781 1.92679 0.61251
H 0.98243 0.97040 -3.08717
H -0.52759 -0.27774 1.77119
C 0.10752 0.44812 -2.64631
H 3.74436 -0.36371 -0.39245
H -1.74758 2.31230 -1.35405
H 0.07127 -0.60276 -2.96315
H 0.66383 1.47400 0.99555
H -3.92350 0.79097 -1.41478
C -2.40469 -0.75552 0.97295
H 4.67841 -1.27270 3.59970
H -0.54298 -1.49689 0.32325
C -0.73274 0.89053 -0.10983
H -2.58218 -0.00856 -2.28012
C 3.72637 -1.04359 1.64139
H 4.76320 0.44287 2.89128
C -2.01169 1.45517 -0.69277
C 4.44732 -0.63429 2.73370
C -2.93675 0.31738 -1.29831
O 1.77582 -0.17808 0.42333
C 3.21476 -0.15419 0.53087
H -4.08027 -1.20321 -0.33778
H -2.65078 -1.69190 -0.95209
C 0.21959 0.39098 -1.19387
H -2.89093 -0.05163 1.66686
H -2.57717 -1.77480 1.38230
H 3.71691 -2.11614 1.43832
C -3.04755 -0.87892 -0.40951
N 1.32327 -0.25931 -0.84029
C -0.93960 -0.51106 0.79634
H -2.47876 1.96846 0.22262
*
```

Record 6
Below is a molecular structure, C11H19NOPZr in a non-equilibrium geometry, with properties calculated with wB97M-V/def2-TZVPD.

- M (g mol⁻¹) = 303.5
- DFT total energy (eV) = -25812.4459
- Kohn-Sham gap (eV) = 5.78
- E_LUMO (eV) = -3.928

Geometry as ORCA input:
```
! RIJCOSX wB97M-V def2-TZVPD def2/J DEFGRID3
* xyz 1 1
N 0.94780 2.05173 -0.22103
H 2.08330 3.73390 -0.60176
C -3.18401 0.50853 -0.90930
C 3.31638 2.05786 -1.12738
P -0.43132 -2.87891 1.39916
C 2.85602 -0.30563 -0.33641
H 2.64062 2.75575 0.81834
C -4.62256 -1.80733 0.44796
C 0.73080 0.82264 0.19028
C 2.27233 2.72141 -0.22624
H 2.32829 -0.48338 -1.29555
H 2.90894 1.87333 -2.13300
Zr -1.87631 -1.05909 -0.37556
H -6.26881 -1.00624 -0.68671
O -0.44898 0.33091 0.05307
C -4.51973 0.18424 -1.09200
H 0.11177 2.60038 -0.47027
C 3.90913 0.78701 -0.53552
H 4.68552 0.40325 -1.21303
C 1.85611 0.02921 0.77167
H 0.61454 -3.67193 0.83596
H 4.40382 1.01989 0.42259
H -5.15291 0.83727 -1.71890
H 1.44756 -0.87676 1.23621
C -5.19252 -0.89795 -0.48352
H -0.95618 -4.00618 2.10160
H -2.83424 1.48851 -1.27750
C -3.33249 -1.81200 0.99002
H 0.37371 -2.51259 2.52348
H -5.32615 -2.55840 0.82623
H 2.32430 0.65441 1.56223
H 3.37855 -1.23244 -0.04786
H 4.13486 2.78082 -1.24301
H -3.17814 -2.53221 1.81572
*
```